1.
The following is a DFT calculation (ωB97M-V with the def2-TZVPD basis set) of a cluster of 2 separate species, C3H11NO2 in total.

Geometry as XYZ:
```
17
Properties=species:S:1:pos:R:3:forces:R:3:mulliken_charge:R:1
C 0.7786 0.3712 -0.7806 -0.3 -0.8 2.0 -0.47
O 1.6490 0.8631 0.2677 -0.5 -0.6 0.0 -0.53
C -0.1323 -0.6740 -0.0218 -1.7 -0.2 -1.6 0.21
C -1.3483 -1.2293 -0.7947 -1.0 1.5 -1.1 -1.24
N 0.4905 -1.9042 0.5218 1.2 1.6 0.4 -0.73
H 0.2019 1.2479 -1.1286 -0.1 -0.7 -0.1 0.28
H 1.3382 -0.0748 -1.5918 0.3 -0.1 -0.2 0.34
H 1.4008 0.2890 1.0221 0.8 0.5 -0.4 0.35
H -0.5959 -0.0056 0.7133 0.5 -0.5 0.7 0.29
H -2.2619 -1.2792 -0.1276 0.7 0.8 -1.0 0.32
H -1.2060 -2.2833 -0.9727 0.3 -0.2 -0.8 0.33
H -1.4730 -0.6426 -1.7865 -0.5 -1.1 1.6 0.30
H -0.2488 -2.3768 1.0351 0.4 -0.3 -0.2 0.28
H 0.8156 -2.4548 -0.2833 -0.4 0.1 0.7 0.28
H 0.3488 2.5820 1.3190 -0.5 -1.0 -0.4 0.33
H -0.2615 4.0663 1.1977 0.3 -1.0 0.1 0.31
O 0.5043 3.5051 1.4110 0.3 2.0 0.3 -0.65
```
Positions in Å, forces in eV/Å.

Calculated values
- HOMO (eV) = -9.562
- ΔE to the lowest compared entry with this formula, charge and spin (kcal per mole) = 30.59
- frontier orbital gap (Eh) = 0.379
- LUMO energy (eV) = 0.74
- electronic energy (eV) = -8873.1628
- SMILES = C[C@@H](N)CO.O



2.
The following is a DFT calculation (ωB97M-V with the def2-TZVPD basis set) of a cluster of 6 separate species, C18H25ClN3O17 in total.

Geometry as XYZ:
```
64
Properties=species:S:1:pos:R:3:forces:R:3:mulliken_charge:R:1
Cl -1.0312 -1.1532 1.8418 -0.2 -0.8 0.1 1.55
O -0.7592 -0.3848 3.0365 -0.1 0.2 0.1 -0.62
O -0.8631 -2.5593 2.0916 0.4 0.3 0.0 -0.76
O -2.3793 -0.9304 1.4010 -0.1 0.4 -0.2 -0.59
O -0.1049 -0.6891 0.8202 0.1 -0.1 -0.3 -0.70
C -1.2208 -1.8320 6.0962 -0.8 0.5 -1.0 -0.66
N -2.0493 -1.9426 7.3234 0.1 -0.7 0.1 0.89
O -1.6270 -2.6610 8.2099 0.1 0.1 0.2 -0.55
O -3.1088 -1.3567 7.3622 0.1 0.2 0.0 -0.53
H -0.7334 -2.7642 5.8465 0.3 0.0 0.5 0.29
H -0.5585 -0.9772 6.1882 0.2 -0.2 0.2 0.29
H -1.9138 -1.5980 5.2894 0.1 0.1 0.0 0.26
C -5.2903 -0.5059 -0.6756 -1.1 -0.6 0.3 -0.55
N -6.0036 0.7131 -0.1829 0.3 0.2 -0.2 0.91
O -5.7865 1.7573 -0.7673 0.0 -0.1 0.1 -0.54
O -6.7787 0.5771 0.7396 0.0 0.1 0.1 -0.55
H -5.9288 -1.3239 -0.3428 0.2 -0.1 -0.1 0.31
H -4.3191 -0.6339 -0.2072 0.2 0.4 -0.2 0.19
H -5.3155 -0.4543 -1.7564 0.5 0.1 0.0 0.27
C 0.2362 -0.4062 -3.7057 0.3 -0.3 -0.1 -1.20
C -0.6333 -1.5353 -3.1418 -1.0 0.1 0.6 0.57
C 0.1402 -2.5818 -2.3825 0.8 0.1 0.5 -0.48
O 1.1304 -3.1538 -3.2014 0.4 -0.1 -0.4 -0.37
C 1.8234 -4.2058 -2.5555 -1.3 -0.3 -0.1 -0.76
N -1.6788 -1.0716 -2.2028 -0.2 0.0 -0.2 -0.59
H 0.1038 0.5309 -3.1680 -0.2 0.0 0.0 0.46
H -0.0024 -0.2659 -4.7588 0.1 0.2 0.0 0.33
H 1.2962 -0.6641 -3.6233 0.0 -0.1 -0.2 0.07
H -1.1739 -2.0347 -3.9524 0.3 0.0 -0.1 0.34
H -0.5093 -3.3451 -1.9368 -0.2 0.0 -0.2 0.52
H 0.6544 -2.0970 -1.5337 -0.2 0.0 0.0 -0.03
H 2.6899 -4.4766 -3.1487 0.2 0.2 0.1 0.23
H 1.1471 -5.0774 -2.5397 0.2 0.0 0.2 0.32
H 2.0464 -3.9532 -1.5153 0.4 0.1 -0.1 0.33
H -1.9162 -0.1015 -2.3584 0.0 0.0 0.0 0.27
H -1.4110 -1.1657 -1.2312 0.2 0.1 0.1 0.11
C 4.4953 0.2420 -3.0864 -0.2 0.2 0.3 -0.92
C 4.8852 -0.9275 -2.5801 0.9 -0.5 -0.1 0.40
C 4.2984 -1.5543 -1.3374 -1.1 1.0 -0.7 0.56
O 4.7963 -2.5553 -0.8822 0.4 -0.6 0.1 -0.64
C 3.1074 -0.8932 -0.8289 0.3 -0.6 0.4 -0.25
C 2.6594 0.2507 -1.3629 -0.5 0.8 0.4 0.19
C 3.3971 0.9965 -2.4515 1.0 -0.7 -0.1 0.63
O 3.1568 2.1378 -2.7414 -0.5 0.3 0.0 -0.58
O 1.5616 0.8858 -0.9327 0.2 -0.5 -0.6 -0.42
O 5.9333 -1.6031 -3.0951 -0.3 0.1 -0.2 -0.58
H 5.0443 0.7018 -3.8960 -0.1 0.0 -0.1 0.44
H 2.6194 -1.3629 0.0196 -0.1 0.1 -0.1 0.65
H 0.9963 0.2090 -0.5249 -0.3 0.3 0.6 0.27
H 5.9248 -2.4928 -2.7113 0.1 0.0 0.4 0.33
C 0.3421 3.0767 1.6971 0.3 -0.2 0.5 -0.60
C -0.9924 3.2224 1.6084 -0.2 -0.1 0.0 0.72
C -1.6250 4.5635 1.3028 0.6 0.3 0.3 0.37
O -2.8143 4.7083 1.1899 -0.3 -0.2 -0.1 -0.56
C -0.6886 5.6916 1.2488 0.1 0.7 0.0 -0.84
C 0.6303 5.5478 1.3740 0.2 -0.5 0.1 0.42
C 1.2619 4.1846 1.5152 -0.9 -0.2 -0.5 0.71
O 2.4676 4.0873 1.4184 0.4 0.2 0.3 -0.67
O 1.4999 6.5566 1.3629 0.0 0.3 0.0 -0.58
O -1.8593 2.2368 1.8094 0.2 0.3 -0.3 -0.46
H 0.7579 2.1272 2.0214 0.1 0.0 -0.3 0.50
H -1.0676 6.7025 1.1468 -0.3 -0.2 -0.1 0.41
H 2.3870 6.1597 1.4133 0.0 -0.2 0.0 0.35
H -1.3461 1.4241 1.9447 -0.3 -0.3 0.3 0.17
```
Positions in Å, forces in eV/Å.

Calculated values
- net charge = -1
- HOMO (eV) = -7.067
- frontier orbital gap (Eh) = 0.287
- LUMO energy (eV) = 0.73
- electronic energy (eV) = -70859.9186



3.
The following is a DFT calculation (ωB97M-V with the def2-TZVPD basis set) of the molecule C3H7NO.

Geometry as XYZ:
```
12
Properties=species:S:1:pos:R:3:forces:R:3:mulliken_charge:R:1
O 1.8794 0.4387 0.6778 0.3 0.1 -0.2 -0.54
C 1.4662 -0.6444 -0.1009 0.5 -0.4 -0.4 -0.41
C 0.1201 -0.4061 -0.6953 0.0 0.2 0.0 0.06
C -1.6367 0.6275 0.1849 -0.7 0.3 0.2 -0.74
N -0.3639 0.7436 -0.4823 0.2 -0.7 0.8 -0.49
H 1.2831 1.1666 0.4251 0.0 0.0 0.1 0.38
H 1.2939 -1.5118 0.5607 0.1 0.0 -0.2 0.23
H 2.2182 -0.9243 -0.8319 0.4 -0.2 -0.1 0.27
H -0.5162 -1.2575 -0.9871 0.2 0.0 0.3 0.41
H -1.3329 0.4223 1.2355 -0.6 0.3 -0.5 0.27
H -2.2578 -0.2306 -0.1399 0.1 0.4 -0.1 0.31
H -2.1534 1.5759 0.1534 -0.5 0.0 0.0 0.24
```
Positions in Å, forces in eV/Å.

Calculated values
- HOMO (eV) = -9.413
- ΔE to the lowest compared entry with this formula, charge and spin (kcal per mole) = 62.09
- frontier orbital gap (Eh) = 0.376
- LUMO energy (eV) = 0.82
- electronic energy (eV) = -6760.0579
- SMILES = C/N=C/CO



4.
The following is a DFT calculation (ωB97M-V with the def2-TZVPD basis set) of a structure of composition C11H26CdF6N2O9S2.

Geometry as XYZ:
```
57
Properties=species:S:1:pos:R:3:forces:R:3:mulliken_charge:R:1
Cd 1.9938 0.2840 -0.9730 -2.1 -1.6 2.2 1.83
C 0.9268 -1.2814 -4.7125 -0.5 0.7 0.1 0.66
F 0.5462 -0.8629 -5.9074 0.3 0.1 0.2 -0.20
F 0.7727 -2.5892 -4.6657 -0.2 -0.3 0.3 -0.22
F 2.2198 -1.0180 -4.5013 0.3 0.2 -0.2 -0.24
S -0.1267 -0.4389 -3.3418 -2.7 -0.5 0.8 0.77
O -1.3074 0.1677 -3.9610 2.4 -0.8 0.8 -0.51
O -0.4458 -1.5369 -2.4469 1.4 1.2 -0.5 -0.55
N 0.9985 0.7387 -2.6051 -4.2 -1.3 -5.4 -0.28
S 0.8863 2.0466 -3.5430 0.2 2.2 -1.1 0.80
O 2.1314 2.7874 -3.4132 -1.1 -0.4 0.6 -0.66
O 0.4073 1.8549 -4.9105 0.7 0.0 2.0 -0.55
C -0.5342 3.1378 -2.6602 1.2 -1.5 -1.4 0.63
F -0.2376 3.2879 -1.3306 -1.0 -0.1 -1.3 -0.26
F -0.4352 4.2981 -3.2855 -0.3 0.4 0.5 -0.22
F -1.7517 2.6205 -2.9027 1.3 0.7 1.1 -0.18
C -2.8085 1.3516 0.5629 1.5 0.0 0.6 -1.57
C -2.0277 0.6209 1.7364 0.6 0.3 -0.4 1.53
C -3.1238 -0.0828 2.5680 -1.3 0.5 0.6 -1.21
C -2.7216 -1.1523 3.5201 2.4 -0.7 -0.5 -0.80
C -1.8155 -2.1544 2.7106 -1.2 0.2 1.1 -1.52
C -0.5777 -1.5443 1.9906 -0.7 -1.2 -1.3 2.09
N -1.0778 -0.3856 1.1378 1.4 -0.5 -0.8 -0.21
O 0.0562 0.2660 0.3600 -1.3 -0.6 1.7 -0.09
C 0.0321 -2.7255 1.0892 -0.5 1.3 -1.0 -1.91
C 0.5000 -1.2921 3.0176 -0.3 1.2 1.2 -1.62
C -1.2731 1.7146 2.5929 -0.7 -0.1 -0.8 -1.46
H -2.0396 1.8899 0.0088 0.0 -0.3 -0.5 0.04
H -3.4761 2.1521 0.8817 -0.2 -0.3 0.6 0.39
H -3.3591 0.6521 -0.0660 0.3 0.0 0.0 0.43
H -3.9635 -0.4639 1.9867 0.3 0.0 -0.7 0.42
H -3.6145 0.6338 3.2266 0.0 0.8 -0.4 0.38
H -3.5152 -1.6873 4.0415 -0.3 0.1 -0.4 0.42
H -2.1748 -0.6431 4.3137 0.5 -0.3 0.3 0.32
H -2.5143 -2.6564 2.0415 0.2 0.3 -0.7 0.45
H -1.6031 -2.9779 3.3924 0.9 0.0 0.1 0.51
H -0.1446 -2.5900 0.0222 -0.8 0.4 -0.1 0.38
H -0.3811 -3.7118 1.3004 0.3 0.0 0.5 0.31
H 1.1217 -2.6959 1.0982 0.2 -0.3 0.8 0.30
H 0.0054 -0.7810 3.8436 0.3 0.4 0.2 0.37
H 1.3176 -0.6745 2.6458 -0.2 0.1 -0.1 -0.04
H 0.9266 -2.1723 3.4985 -0.1 -0.4 -0.4 0.46
H -0.6550 1.3265 3.4024 -0.4 -0.1 0.2 0.27
H -2.0393 2.4231 2.9078 0.0 -0.1 0.7 0.47
H -0.5940 2.3374 2.0108 0.0 -0.4 -0.5 0.06
O 2.1100 -1.9156 -1.3124 0.8 -0.9 -0.3 -0.47
H 1.6500 -2.5331 -0.7438 -0.7 -0.1 0.3 0.13
H 2.7705 -2.4461 -1.7581 0.2 -0.1 -0.3 0.21
O 3.0981 -0.2365 0.7573 1.3 -0.1 1.6 -0.46
H 3.6911 -0.8978 1.1140 0.2 -0.4 -0.1 0.27
H 2.8691 0.3107 1.5085 -0.5 0.2 0.4 0.23
O 3.9683 0.5069 -1.8372 1.5 -0.1 -0.6 -0.35
H 4.2921 -0.0943 -2.5079 0.0 -0.1 -0.4 0.23
H 4.7442 0.9903 -1.5534 0.2 0.3 0.1 0.22
O 2.1059 2.2912 -0.3361 0.8 1.8 0.9 -0.44
H 1.3782 2.8990 -0.2046 -0.7 -0.1 -0.1 0.20
H 2.8184 2.6522 0.1914 0.3 0.1 0.1 0.24
```
Positions in Å, forces in eV/Å.

Calculated values
- HOMO (eV) = -6.189
- ΔE to the lowest compared entry with this formula, charge and spin (kcal per mole) = 85.78
- frontier orbital gap (Eh) = 0.192
- LUMO energy (eV) = -0.95
- electronic energy (eV) = -75770.2699